[1]
DFT (ωB97M-V/def2-TZVPD) results for a single C24H32N4O3 molecule.

Results
Energy = -37512.1958 eV
Spin multiplicity = 1
ΔE to the lowest compared entry with this formula, charge and spin = 25.30 kJ/mol
HOMO energy = -7.459 eV

Positions of all 63 atoms, in Å:
C 0.08427 -3.56488 -0.65851
C -0.75407 -2.65845 0.18640
C -1.15069 -3.03329 1.43806
C -1.94785 -2.15857 2.22822
N -2.31908 -0.96955 1.79478
C -1.94280 -0.57534 0.56587
C -2.35464 0.69849 0.12001
C -1.99800 1.15230 -1.11685
C -1.20926 0.35839 -1.97323
C -0.80155 -0.89184 -1.56802
C -1.15440 -1.37904 -0.29933
H -0.20098 -1.49112 -2.22982
N -0.84962 0.91634 -3.20742
C 0.09407 0.48339 -4.08509
O 0.64765 -0.59550 -4.03466
C 0.44412 1.53366 -5.12700
H -0.44255 2.09887 -5.41723
H 0.85711 1.03618 -6.00500
C 1.49448 2.49748 -4.54354
C 0.96625 3.14110 -3.26874
O 0.18171 4.07585 -3.34612
N 1.34323 2.63780 -2.07513
C 2.16081 1.47838 -1.80418
H 1.57434 0.79005 -1.18089
C 3.43125 1.87887 -1.04389
C 4.28980 0.65061 -0.76406
H 5.19214 0.93198 -0.22663
H 4.57906 0.16366 -1.69236
H 3.73833 -0.06589 -0.15904
C 3.02807 2.58722 0.25050
C 2.11067 3.76758 -0.05650
C 0.90092 3.29644 -0.85944
H 0.30783 2.58907 -0.26743
H 0.27096 4.13922 -1.14758
H 1.77086 4.23575 0.86806
H 2.65494 4.51523 -0.63726
H 2.50409 1.87867 0.89699
H 3.91813 2.93147 0.78052
H 3.99882 2.57979 -1.66662
H 2.41672 0.94797 -2.71856
H 2.43958 1.98069 -4.39232
H 1.65380 3.30701 -5.25856
H -1.21566 1.84775 -3.35794
H -2.31019 2.13229 -1.45118
H -2.95596 1.29847 0.78476
N -2.38118 -2.52255 3.46607
C -3.03528 -1.55199 4.31785
H -4.10536 -1.77704 4.40166
H -2.92237 -0.57353 3.84950
C -2.38701 -1.57404 5.69746
O -2.49261 -2.84179 6.32802
C -2.72568 -3.90362 5.43101
H -2.39854 -4.80918 5.94781
C -1.96625 -3.74765 4.11497
H -2.19388 -4.60907 3.47810
H -0.88512 -3.73843 4.31952
H -3.80136 -3.99603 5.21900
H -1.32355 -1.30926 5.60149
H -2.86671 -0.84980 6.36176
H -0.85196 -3.99327 1.82781
H 0.30653 -4.48777 -0.12813
H -0.43819 -3.80969 -1.58197
H 1.02181 -3.07983 -0.92598



[2]
DFT (ωB97M-V/def2-TZVPD) results for a single C24H32N4O4 molecule in a non-equilibrium geometry.

Results
Energy = -39558.1588 eV
Spin multiplicity = 1
ΔE to the lowest compared entry with this formula, charge and spin = 304.24 kJ/mol
HOMO energy = -8.551 eV

Positions of all 64 atoms, in Å:
C -10.17794 -0.79950 -0.14633
H -10.54016 -0.23131 -0.99932
H -9.74155 -0.10256 0.56556
H -11.02319 -1.29781 0.32282
C -9.13224 -1.82239 -0.59287
C -7.96054 -1.13387 -1.20471
C -6.72368 -1.16113 -0.72461
C -5.63142 -0.41563 -1.38789
O -5.59801 -0.19866 -2.58561
N -4.63045 0.00781 -0.57330
C -3.50125 0.72524 -1.12821
C -2.52784 0.85969 0.04242
C -3.46853 0.92360 1.24949
H -2.96794 0.63368 2.17178
H -3.86367 1.93634 1.34515
C -4.60814 -0.03384 0.87427
C -5.92262 0.47607 1.47845
O -6.47145 1.47965 1.09290
N -6.38547 -0.25936 2.51440
H -5.92478 -1.08937 2.84106
H -7.23138 0.03443 2.97451
H -4.38264 -1.05214 1.22100
C -1.50063 1.99163 -0.07066
C -0.20884 1.20585 -0.03509
N -0.40628 -0.04911 0.08190
O -1.72860 -0.34560 0.14240
C 1.11640 1.78495 -0.12323
C 2.22932 0.94700 -0.12754
C 3.51403 1.46902 -0.21386
C 3.68891 2.85002 -0.29403
C 2.58234 3.67966 -0.28959
C 1.30171 3.16503 -0.20674
H 0.45294 3.83092 -0.20641
H 2.72514 4.74786 -0.35352
H 4.68279 3.25852 -0.36026
N 4.57988 0.56656 -0.21859
C 5.92386 0.81485 -0.29229
O 6.41203 1.91807 -0.35612
C 6.73791 -0.47048 -0.29035
C 8.23645 -0.17977 -0.30772
C 9.08882 -1.43090 -0.50846
C 9.01583 -2.41191 0.66041
C 9.97819 -3.57866 0.47247
H 9.91103 -4.27048 1.30897
H 9.74534 -4.12150 -0.44124
H 11.00322 -3.22099 0.40462
H 9.26028 -1.88619 1.58622
H 8.00082 -2.80245 0.75596
H 8.78014 -1.93853 -1.42584
H 10.12849 -1.12244 -0.63875
H 8.43657 0.52687 -1.11514
H 8.51437 0.31076 0.62675
H 6.46272 -1.05205 -1.17501
H 6.46893 -1.05123 0.59452
H 4.29773 -0.40320 -0.16883
H 2.06658 -0.11832 -0.06464
H -1.60222 2.54596 -1.00420
H -1.56400 2.68966 0.76547
H -3.07706 0.15906 -1.96107
H -3.81494 1.70950 -1.49478
H -6.47462 -1.74684 0.14898
H -8.15884 -0.53597 -2.08407
H -9.58079 -2.49095 -1.33259
H -8.81115 -2.42314 0.26100



[3]
DFT (ωB97M-V/def2-TZVPD) results for 6 unconnected molecules or ions with the total composition C24H32O12 in a non-equilibrium geometry.

Results
Energy = -49964.2746 eV
Spin multiplicity = 1
ΔE to the lowest compared entry with this formula, charge and spin = 143.86 kJ/mol
HOMO energy = -8.781 eV

Positions of all 68 atoms, in Å:
C -34.03890 -15.10250 -19.00717
C -32.99758 -15.89886 -19.92080
C -31.66859 -15.53159 -19.88895
O -30.77349 -16.29174 -20.44748
C -31.09305 -14.37117 -19.08907
C -32.16027 -13.48021 -18.48128
C -33.48194 -13.93605 -18.40148
O -34.37507 -13.15634 -17.83048
O -31.77051 -12.25355 -17.98500
O -33.36350 -16.97134 -20.67362
H -35.18817 -15.27644 -18.85720
H -30.08064 -14.10656 -19.51758
H -32.59818 -11.87918 -17.67153
H -32.63827 -17.35120 -21.28172
C -33.72504 -17.81332 -9.86970
C -32.48643 -16.91698 -9.89330
C -31.83340 -16.61958 -11.25837
O -30.83760 -15.85415 -11.24809
C -32.37252 -17.24355 -12.38860
C -33.51586 -18.26651 -12.43030
C -34.31122 -18.33022 -11.10402
O -35.34081 -19.01987 -10.94883
O -33.77254 -19.22678 -13.42637
O -31.90524 -16.44758 -8.78882
H -34.19284 -17.84647 -8.95592
H -31.88374 -17.24889 -13.37862
H -33.21693 -18.95064 -14.20841
H -31.26145 -15.77511 -9.11057
C -37.27139 -19.62289 -13.92427
C -37.39004 -20.36459 -15.21519
O -38.50993 -20.72136 -15.61750
C -36.18872 -20.53395 -16.13179
H -38.33615 -19.51707 -13.62336
H -36.67766 -18.62480 -14.12786
H -36.57480 -19.92270 -13.20835
H -35.39953 -20.90098 -15.36467
H -36.02133 -19.60916 -16.53501
H -36.53295 -21.08947 -16.88872
C -35.18639 -23.06711 -11.79866
C -33.94352 -23.11200 -12.70658
O -33.64916 -22.28686 -13.62578
C -33.15674 -24.43642 -12.81952
H -35.35670 -23.63332 -11.05104
H -36.11998 -23.29830 -12.48347
H -35.19353 -22.00367 -11.40450
H -33.63667 -25.15618 -13.56936
H -33.27052 -24.98421 -11.82901
H -32.03359 -24.16082 -13.31073
C -28.97169 -18.07108 -18.53007
C -28.61347 -18.90045 -17.28510
O -28.41397 -18.22587 -16.23264
C -28.37148 -20.40807 -17.27308
H -29.88525 -18.47069 -18.65654
H -28.35450 -18.15351 -19.38207
H -28.92857 -17.11576 -18.23614
H -29.37783 -20.72449 -17.54692
H -28.21306 -20.99385 -16.34453
H -27.79788 -20.73231 -17.97663
C -32.59432 -21.49878 -16.62794
C -32.68550 -19.96412 -16.65007
O -32.59366 -19.34589 -15.69605
C -33.06702 -19.41768 -18.07528
H -32.76315 -22.08957 -17.51739
H -33.36711 -22.10025 -16.04857
H -31.68150 -21.78951 -16.19116
H -33.45121 -18.32811 -18.10346
H -34.06388 -19.74667 -18.24381
H -32.27570 -19.56168 -18.95582



[4]
DFT (ωB97M-V/def2-TZVPD) results for 6 unconnected molecules or ions with the total composition C24H33BN8O5P in a non-equilibrium geometry.

Results
Energy = -57538.7358 eV
Total charge = +1
Spin multiplicity = 1
HOMO energy = -9.122 eV

Positions of all 72 atoms, in Å:
O -0.65065 -2.41487 1.93844
N -0.73019 -1.45989 1.29374
O -0.90671 -0.30813 2.11618
C -1.51095 0.74336 1.33325
C -2.72729 0.23394 0.63124
N -2.84111 -0.11288 -0.63295
C -4.11914 -0.55905 -0.90914
C -4.80404 -0.49082 0.26503
B -6.34223 -0.90656 0.54698
O -7.31659 -0.03523 0.14967
O -6.63412 -2.05757 1.18234
N -3.92448 0.01371 1.21495
P -4.26857 0.29314 2.91221
O -5.67510 0.06119 3.21263
H -0.77304 1.08165 0.61247
H -1.77251 1.52432 2.03129
H -2.10293 -0.07800 -1.32064
H -4.46879 -0.89344 -1.86558
H -7.83353 -0.46028 -0.54606
H -5.83213 -2.57465 1.30586
H -3.84901 1.60600 3.18585
H -3.38813 -0.58278 3.56374
N -5.74409 3.19851 -0.34488
C -5.52243 4.46228 0.14485
C -6.46569 5.28894 -0.39791
C -7.29165 4.49701 -1.24420
C -6.82312 3.21498 -1.18900
H -5.20446 2.38652 -0.12179
H -4.71803 4.66135 0.83249
H -6.55812 6.34489 -0.20988
H -8.13370 4.83384 -1.82408
H -7.16073 2.31717 -1.67389
N 2.44850 -3.31508 1.23246
C 3.34914 -3.48482 2.25352
C 4.54202 -3.86488 1.69870
C 4.35614 -3.92319 0.28976
C 3.05752 -3.57889 0.03356
H 1.49329 -3.04061 1.34556
H 3.06464 -3.32180 3.27900
H 5.44908 -4.07524 2.23952
H 5.09388 -4.18740 -0.44878
H 2.51705 -3.49895 -0.89392
N -7.48154 -0.91051 -3.84945
C -6.67560 0.08302 -3.34843
C -6.16252 0.78347 -4.40810
C -6.67848 0.19445 -5.59174
C -7.48830 -0.84233 -5.21474
H -7.99048 -1.58361 -3.30734
H -6.54185 0.21107 -2.28864
H -5.49623 1.62789 -4.34266
H -6.48059 0.50074 -6.60434
H -8.06780 -1.53489 -5.79992
N 5.34708 -0.45759 1.35911
C 6.34982 -0.57286 0.43980
C 7.10826 0.56670 0.50016
C 6.54285 1.40102 1.50245
C 5.45911 0.73915 2.01433
H 4.64054 -1.15328 1.52814
H 6.43712 -1.45116 -0.17607
H 7.97328 0.77939 -0.10635
H 6.89274 2.37180 1.81076
H 4.76131 1.01611 2.78589
N 10.79505 0.09439 1.01122
C 11.08113 0.20707 -0.32184
C 12.44263 0.18528 -0.46330
C 13.00028 0.05002 0.83685
C 11.95844 -0.00516 1.72323
H 9.87128 0.08626 1.40538
H 10.29546 0.29312 -1.05269
H 12.97994 0.25716 -1.39374
H 14.04552 -0.00116 1.09044
H 11.94526 -0.10572 2.79466



[5]
DFT (ωB97M-V/def2-TZVPD) results for a molecular structure, C24H33BaN9O3S2.

Results
Energy = -67343.2566 eV
Spin multiplicity = 1
ΔE to the lowest compared entry with this formula, charge and spin = 0.00 kJ/mol
HOMO energy = -6.203 eV

Positions of all 72 atoms, in Å:
Ba -0.33204 -0.11835 0.38759
C 3.48365 -1.10854 1.23181
O 2.25575 -1.75077 1.52637
C 2.13250 -2.06637 2.89858
C 0.75890 -2.63483 3.14054
O -0.17940 -1.62570 2.83133
C -1.54070 -1.92253 3.15978
C -2.16959 -0.67005 3.72357
O -1.84190 0.40573 2.87471
C -2.76018 1.48726 2.98251
H 4.33178 -1.75515 1.48212
H 3.57076 -0.16906 1.78620
H 3.48925 -0.89320 0.16499
H 2.26921 -1.16180 3.50407
H 2.89444 -2.80015 3.19207
H 0.67304 -2.92788 4.19364
H 0.59469 -3.52339 2.51869
H -1.59385 -2.74014 3.88341
H -2.07372 -2.21624 2.25070
H -1.80582 -0.46800 4.74152
H -3.25493 -0.81395 3.76533
H -3.76592 1.15363 2.71526
H -2.45325 2.24666 2.26903
H -2.75723 1.89056 4.00218
S -3.31423 -0.80267 -0.03473
C -3.39673 0.72494 -0.84880
S -2.29632 2.03902 -0.56556
C -4.36586 0.88501 -1.84481
C -4.46719 2.08140 -2.61561
N -4.51671 3.03263 -3.26751
C -5.22884 -0.18033 -2.24056
N -5.90843 -1.03491 -2.61403
C 3.32832 2.15807 -2.29406
C 3.97753 3.07888 -1.49109
C 3.55654 3.24327 -0.18192
C 2.49436 2.47944 0.28706
N 1.88261 1.57628 -0.48324
C 2.28616 1.42772 -1.74280
C 1.99568 2.62255 1.68970
C 2.16933 3.80738 2.39612
C 1.71522 3.88568 3.70140
C 1.10337 2.77949 4.26514
C 0.94949 1.64733 3.48117
N 1.37598 1.56332 2.22273
H 3.61750 2.00349 -3.32394
H 4.80393 3.66282 -1.87470
H 4.06013 3.94352 0.46902
H 1.73841 0.69308 -2.32359
H 2.62566 4.66495 1.92332
H 1.82976 4.80214 4.26519
H 0.73383 2.79541 5.28082
H 0.44033 0.77081 3.86296
C -2.35418 0.06707 -4.52703
N -1.57499 -1.14824 -4.34594
C -1.31503 -1.87235 -5.57964
C -0.76233 -1.22736 -3.24674
N -0.53516 -0.29943 -2.40181
N -0.20509 -2.50937 -3.07411
C 0.59448 -2.96018 -2.03673
N 0.96237 -4.28520 -2.25083
N 0.89883 -2.26984 -1.00703
H -3.16103 -0.14270 -5.22669
H -1.74670 0.88843 -4.92394
H -2.80782 0.37210 -3.58732
H -2.22237 -2.36927 -5.92718
H -0.52985 -2.61333 -5.45753
H -0.98734 -1.17586 -6.35804
H -0.99735 0.57118 -2.65627
H -0.71504 -3.24618 -3.53258
H 1.17630 -4.53318 -3.20471
H 1.62641 -4.65208 -1.58886
H 1.54067 -2.76271 -0.39074



[6]
DFT (ωB97M-V/def2-TZVPD) results for a molecular structure, C24H33BrCaN5O6 in a non-equilibrium geometry.

Results
Energy = -133641.9248 eV
Total charge = +1
Spin multiplicity = 1
ΔE to the lowest compared entry with this formula, charge and spin = 123.12 kJ/mol
HOMO energy = -10.456 eV

Positions of all 70 atoms, in Å:
Ca 1.14724 -0.30367 0.71348
C 3.04059 -2.12508 3.82218
C 2.05900 -3.10251 3.74876
C 1.73250 -3.67387 2.52627
C 2.39437 -3.27104 1.37489
C 3.38181 -2.29003 1.44678
C 3.70182 -1.71574 2.67178
H 3.28675 -1.67411 4.77480
H 1.54380 -3.41659 4.64725
H 0.96446 -4.43379 2.47016
H 2.16094 -3.73448 0.42501
H 3.93780 -2.01052 0.55956
H 4.46265 -0.94840 2.72922
N -2.10696 -0.75904 0.26356
C -2.35919 0.37677 -0.61477
C -3.09841 1.53337 0.07933
C -3.63605 2.71227 -0.77679
C -3.44416 2.66872 -2.29102
N -4.26566 1.63201 -2.92539
C -3.85307 0.69103 -3.79052
N -2.58332 0.39957 -3.94117
N -4.81758 0.03196 -4.47330
C -0.98164 0.81951 -1.12919
O -0.12968 1.09314 -0.27069
O -0.77606 0.90279 -2.38650
H -2.97995 -1.18413 0.55242
H -1.64384 -0.46341 1.12137
H -2.92879 0.01406 -1.46890
H -2.41466 1.92835 0.83386
H -3.92818 1.08712 0.62919
H -3.16625 3.63903 -0.44295
H -4.70304 2.84260 -0.58227
H -2.41075 2.49447 -2.55875
H -3.72725 3.62887 -2.72378
H -5.26085 1.72953 -2.80724
H -1.71140 0.68028 -3.09278
H -2.37791 -0.33604 -4.59837
H -5.76790 0.35494 -4.48024
H -4.57953 -0.72744 -5.08310
Br 1.86003 3.10460 7.40297
C 0.96122 1.67690 6.54565
C 0.09437 0.88054 7.27854
C -0.56593 -0.16390 6.64595
C -0.36363 -0.40464 5.29611
C 0.51113 0.40099 4.57765
C 1.18306 1.44623 5.20047
C 0.74960 0.14340 3.12506
O 1.64736 0.80261 2.52758
O 0.04144 -0.73923 2.53986
H -0.06011 1.07621 8.33053
H -1.24130 -0.78859 7.21550
H -0.87111 -1.21175 4.78631
H 1.86381 2.05953 4.62799
O 1.30826 -1.59561 -1.17143
C 2.20065 -0.84817 -1.60076
O 2.78505 0.06800 -0.95224
C 2.63406 -1.00019 -3.06605
N 3.43685 0.24547 -3.37549
C 2.59450 1.08460 -4.29401
C 1.85740 0.04144 -5.11373
C 1.46983 -1.00540 -4.06716
H 3.28457 -1.86822 -3.15893
H 4.34332 0.03145 -3.78136
H 3.56125 0.66705 -2.42652
H 3.23060 1.76210 -4.85710
H 1.91534 1.65251 -3.65855
H 2.52813 -0.38125 -5.86566
H 1.00065 0.46847 -5.63086
H 1.31264 -1.99435 -4.48879
H 0.56532 -0.70127 -3.54370



Look up the spin multiplicity of the sixth one.
1



The lowest energy belongs to which entry?
C24H33BrCaN5O6



Number 4 is which compound?
C24H33BN8O5P